1.
ORCA calculation (wB97M-V/def2-TZVPD) on C12H20CuN2O2 as an isolated structure in a non-equilibrium geometry.

Output
**Kohn-Sham gap (alpha / beta)**: 7.83 / 7.06 eV
**Energy relative to the best compared isomer or geometry (same formula, charge and spin)**: 5.9 kJ/mol
**Spin multiplicity**: 2
**<S²>**: 0.76
**LUMO level (alpha / beta)**: 0.49 / -0.25 eV
**HOMO level (alpha / beta)**: -0.26963 / -0.26857 Ha
**E_tot**: -2369.4871 a.u.

The geometry in XYZ format:
```
37
C12H20CuN2O2, DFT wB97M-V/def2-TZVPD
C 2.146 -0.247 -1.567
C 0.560 -2.622 -1.987
C 3.256 -1.067 -1.265
H 2.040 0.760 -1.148
C 0.864 -2.997 -0.659
H -0.338 -3.127 -2.370
H 3.616 -1.518 -2.216
H 0.139 -3.689 -0.203
C 3.377 -2.253 -0.277
H 3.946 -1.915 0.601
H 4.031 -3.006 -0.759
C 1.553 -0.515 -2.910
H 2.173 -0.078 -3.708
H 0.562 -0.042 -2.988
C 1.430 -2.066 -3.088
H 2.416 -2.551 -3.103
H 0.967 -2.252 -4.068
C 2.112 -2.980 0.187
H 2.405 -4.019 0.417
H 1.851 -2.541 1.166
Cu 0.154 -1.295 -0.760
H 4.067 -0.294 -1.193
C -2.637 1.902 -0.269
C -1.582 0.872 -0.085
N -1.257 0.045 -1.078
O -1.848 0.457 -2.292
C -0.807 0.663 1.090
C -0.927 1.376 2.388
N 0.139 -0.305 0.928
O 0.999 -0.511 1.843
H -3.012 1.854 -1.294
H -2.242 2.909 -0.072
H -3.467 1.729 0.431
H -1.724 -0.280 -2.917
H -1.134 0.662 3.197
H 0.004 1.899 2.641
H -1.742 2.106 2.359
```

=====

2.
ORCA calculation (wB97M-V/def2-TZVPD) on C12H20F3N6O5PdS2 as an isolated structure in a non-equilibrium geometry.

Output
**Kohn-Sham gap (alpha / beta)**: 7.68 / 7.68 eV
**Energy relative to the best compared isomer or geometry (same formula, charge and spin)**: 148.6 kJ/mol
**Total charge**: +1
**LUMO level (alpha / beta)**: -3.65 / -3.65 eV
**HOMO level (alpha / beta)**: -0.41606 / -0.41608 Ha
**E_tot**: -2397.6209 a.u.

The geometry in XYZ format:
```
49
C12H20F3N6O5PdS2, DFT wB97M-V/def2-TZVPD
Pd -0.274 -0.419 -0.728
F -3.027 -1.801 -0.899
C -2.701 -3.009 -0.389
F -3.551 -3.270 0.601
F -2.835 -3.916 -1.340
S -0.963 -2.998 0.231
O -0.856 -4.152 1.060
O -0.148 -2.893 -0.971
O -0.873 -1.702 0.973
C -3.016 3.078 -0.091
C -2.476 1.760 -0.680
N -1.382 1.236 0.165
C -1.946 0.834 1.473
C -2.738 2.002 2.087
N -2.432 3.233 1.283
C -0.946 3.443 1.190
C -0.359 2.279 0.364
H -4.099 3.084 0.012
H -2.708 3.949 -0.667
H -2.086 1.934 -1.679
H -3.248 0.994 -0.739
H -1.122 0.540 2.118
H -2.575 -0.040 1.337
H -2.455 2.200 3.118
H -3.816 1.860 2.037
H -2.850 4.043 1.738
H -0.568 3.472 2.211
H -0.786 4.413 0.724
H 0.494 1.838 0.878
H -0.017 2.602 -0.618
O -1.002 -1.569 -3.635
S -0.750 -0.141 -3.645
N -0.346 0.567 -2.373
C 4.493 0.256 -1.964
N 4.003 -0.699 -0.976
C 4.734 -1.780 -0.602
C 4.259 -2.687 0.273
C 2.947 -2.449 0.787
N 2.239 -1.391 0.434
C 2.726 -0.515 -0.465
O 2.052 0.443 -0.872
N 2.390 -3.302 1.661
H 5.511 -0.014 -2.230
H 4.473 1.261 -1.549
H 3.860 0.234 -2.850
H 5.712 -1.866 -1.055
H 4.846 -3.546 0.560
H 2.803 -4.203 1.825
H 1.411 -3.189 1.875
```

=====

3.
ORCA calculation (wB97M-V/def2-TZVPD) on the molecule C12H20N4O3S.

Output
**Kohn-Sham gap**: 9.33 eV
**Energy relative to the best compared isomer or geometry (same formula, charge and spin)**: 132.3 kJ/mol
**LUMO level**: 0.69 eV
**HOMO level**: -0.31740 Ha
**E_tot**: -1312.1671 a.u.

The geometry in XYZ format:
```
40
C12H20N4O3S, DFT wB97M-V/def2-TZVPD
C -4.338 -3.187 -0.019
C -4.447 -1.668 0.014
C -3.490 -1.065 1.041
C -3.474 0.450 1.001
S -2.783 1.084 -0.558
O -3.683 0.878 -1.648
O -2.315 2.420 -0.313
N -1.450 0.133 -0.883
C -0.396 -0.010 0.013
N 0.289 -1.083 -0.013
C 1.476 -1.115 0.813
N 2.024 0.194 1.132
C 2.677 0.823 -0.019
C 3.954 0.125 -0.345
C 4.266 -0.790 -1.308
C 5.633 -1.110 -1.124
C 6.047 -0.367 -0.063
O 5.040 0.382 0.413
C 0.982 1.004 1.700
N -0.220 1.039 0.868
H -4.579 -3.610 0.954
H -5.026 -3.602 -0.752
H -3.328 -3.493 -0.284
H -5.470 -1.382 0.266
H -4.228 -1.258 -0.972
H -2.479 -1.441 0.868
H -3.788 -1.388 2.043
H -2.848 0.879 1.777
H -4.474 0.873 1.055
H -1.607 -0.676 -1.463
H 2.232 -1.696 0.280
H 1.250 -1.631 1.755
H 2.904 1.856 0.261
H 2.034 0.826 -0.912
H 3.607 -1.181 -2.056
H 6.219 -1.795 -1.702
H 6.996 -0.284 0.428
H 1.342 2.023 1.859
H 0.718 0.570 2.675
H -0.625 1.921 0.587
```

=====

4.
ORCA calculation (wB97M-V/def2-TZVPD) on C12H20N6O3 as an isolated structure in a non-equilibrium geometry.

Output
**Kohn-Sham gap**: 8.43 eV
**Energy relative to the best compared isomer or geometry (same formula, charge and spin)**: 1259.0 kJ/mol
**LUMO level**: -0.23 eV
**HOMO level**: -0.31834 Ha
**E_tot**: -1023.0338 a.u.

The geometry in XYZ format:
```
41
C12H20N6O3, DFT wB97M-V/def2-TZVPD
N -1.978 -3.980 0.274
C -1.627 -2.677 0.162
N -2.644 -1.760 0.345
C -2.498 -0.571 0.289
N -1.325 -0.160 0.123
C -0.322 -0.856 0.230
N 0.824 -0.322 0.614
C 0.942 1.245 0.625
H 1.436 1.386 1.598
H -0.020 1.528 0.872
C 1.586 2.231 -0.343
C 2.746 1.409 -1.064
C 3.894 0.663 -0.038
H 4.281 1.800 0.651
C 3.329 -0.199 0.963
C 2.063 -1.001 0.715
H 1.968 -1.963 1.331
H 2.369 -1.464 -0.298
H 4.227 -0.810 1.227
H 3.086 0.340 2.164
H 4.661 0.397 -0.559
H 3.233 2.089 -1.497
H 2.500 0.574 -1.491
H 1.890 3.041 0.234
H 0.923 2.404 -1.398
C -0.376 -2.141 -0.105
N 0.454 -3.137 -0.788
O 1.291 -2.238 -1.562
O 0.303 -4.222 -0.583
N -3.597 0.225 0.436
H -4.507 -0.099 0.317
C -3.622 1.682 0.238
H -4.543 2.108 0.687
H -2.869 1.914 1.072
C -3.249 2.230 -1.003
O -1.791 2.550 -1.175
H -1.434 1.517 -1.048
H -3.576 3.347 -0.811
H -3.723 1.747 -1.779
H -3.105 -4.146 0.316
H -1.201 -4.682 0.062
```

=====

5.
ORCA calculation (wB97M-V/def2-TZVPD) on the molecule C12H20OS in a non-equilibrium geometry.

Output
**Kohn-Sham gap**: 9.28 eV
**Energy relative to the best compared isomer or geometry (same formula, charge and spin)**: 178.1 kJ/mol
**LUMO level**: 0.75 eV
**HOMO level**: -0.31334 Ha
**E_tot**: -942.5731 a.u.

The geometry in XYZ format:
```
34
C12H20OS, DFT wB97M-V/def2-TZVPD
C -2.451 1.795 -0.298
C -1.306 1.531 -1.308
C -1.471 0.711 -2.532
C -0.058 2.045 -1.110
C 0.511 2.816 0.089
C 1.650 2.028 0.740
C 1.268 0.686 1.369
C 0.518 0.498 2.665
C 1.464 -0.426 0.607
C 1.065 -1.846 0.830
O 1.648 -2.599 -0.239
C 0.910 -3.683 -0.747
C -0.535 -3.755 -0.228
S -0.786 -2.138 0.573
H -2.062 2.244 0.621
H -3.237 2.511 -0.704
H -2.869 0.834 -0.016
H -2.374 1.101 -3.040
H -0.477 0.713 -3.165
H -1.744 -0.374 -2.286
H 0.768 1.920 -1.925
H 0.939 3.714 -0.310
H -0.173 3.168 0.877
H 2.542 1.824 0.092
H 1.956 2.563 1.611
H -0.536 0.355 2.508
H 0.943 -0.353 3.204
H 0.547 1.303 3.382
H 1.900 -0.306 -0.344
H 1.174 -2.240 1.844
H 1.353 -4.626 -0.444
H 0.982 -3.673 -1.828
H -0.662 -4.494 0.497
H -1.394 -3.846 -0.986
```

=====

6.
ORCA calculation (wB97M-V/def2-TZVPD) on an isolated ion of composition C12H20P and charge +1 in a non-equilibrium geometry.

Output
**Kohn-Sham gap**: 9.15 eV
**Energy relative to the best compared isomer or geometry (same formula, charge and spin)**: 141.8 kJ/mol
**Total charge**: +1
**LUMO level**: -3.81 eV
**HOMO level**: -0.47637 Ha
**E_tot**: -810.2061 a.u.

The geometry in XYZ format:
```
33
C12H20P, DFT wB97M-V/def2-TZVPD
C 2.629 0.856 2.353
C 2.485 -2.864 -0.501
C 2.706 2.203 -0.948
C 2.669 -0.091 1.406
C 1.810 -1.776 -0.944
C 1.805 1.257 -1.162
C -3.584 0.187 -0.283
C -2.944 -1.021 0.427
C -2.661 1.414 -0.035
C -1.358 -1.305 0.152
C -1.271 1.125 -0.624
C -0.619 0.014 0.239
P 1.579 -0.163 -0.075
H 2.952 0.750 3.300
H 2.051 1.670 1.991
H 2.572 -3.637 -1.333
H 2.967 -3.071 0.400
H 2.746 3.003 -1.636
H 3.142 2.029 0.021
H 3.130 -1.102 1.646
H 1.449 -1.710 -1.977
H 1.148 1.218 -2.032
H -3.815 0.038 -1.290
H -4.526 0.353 0.203
H -2.946 -0.848 1.485
H -3.541 -1.808 0.187
H -3.044 2.197 -0.634
H -2.573 1.596 0.984
H -0.993 -2.120 0.757
H -1.435 -1.560 -0.936
H -1.468 0.820 -1.731
H -0.620 1.986 -0.607
H -0.441 0.363 1.198
```

=====

7.
ORCA calculation (wB97M-V/def2-TZVPD) on C12H21AsF6N6O3PtS2 as an isolated structure.

Output
**Kohn-Sham gap (alpha / beta)**: 8.18 / 5.92 eV
**Energy relative to the best compared isomer or geometry (same formula, charge and spin)**: 0.0 kJ/mol
**Spin multiplicity**: 2
**Total charge**: +3
**<S²>**: 0.77
**LUMO level (alpha / beta)**: -10.67 / -12.97 eV
**HOMO level (alpha / beta)**: -0.69298 / -0.69432 Ha
**E_tot**: -4773.9514 a.u.

The geometry in XYZ format:
```
52
C12H21AsF6N6O3PtS2, DFT wB97M-V/def2-TZVPD
Pt 0.067 -0.037 0.665
N -0.011 1.412 2.107
C -0.779 2.639 1.758
C -2.222 2.315 1.438
C -2.439 1.572 0.147
O -3.311 1.766 -0.645
O -1.613 0.515 -0.141
H -0.385 0.996 2.962
H 0.968 1.651 2.307
H -0.274 3.116 0.920
H -0.713 3.302 2.621
H -2.798 3.237 1.359
H -2.673 1.738 2.253
S -1.288 -3.094 3.651
C -2.644 -2.395 2.886
C -2.261 -1.478 1.970
N -0.884 -1.338 1.896
C -0.252 -2.147 2.736
H -3.650 -2.689 3.141
H -2.906 -0.901 1.332
H 0.822 -2.201 2.832
C 1.316 3.564 -2.097
N 2.283 2.488 -1.865
C 2.066 1.443 -1.091
N 2.967 0.454 -1.007
O 0.924 1.395 -0.484
H 1.590 4.074 -3.015
H 1.337 4.280 -1.277
H 0.317 3.150 -2.202
H 3.204 2.597 -2.265
H 3.850 0.559 -1.487
H 3.019 -0.101 -0.163
F 1.811 -0.772 1.325
As 3.201 -0.185 2.856
F 4.271 -0.446 1.558
F 1.723 -0.003 3.734
F 4.259 0.321 4.027
F 2.835 1.368 2.158
F 3.134 -1.850 3.165
C 0.064 -3.741 -3.408
N -0.905 -2.647 -3.196
C -1.962 -2.377 -3.964
C -2.623 -1.266 -3.406
N -1.930 -0.909 -2.326
C -0.856 -1.734 -2.159
S 0.340 -1.766 -0.992
H -0.231 -4.283 -4.302
H 0.043 -4.409 -2.550
H 1.057 -3.318 -3.544
H -2.213 -2.954 -4.842
H -3.519 -0.758 -3.732
H -2.128 -0.155 -1.643
```

=====

8.
ORCA calculation (wB97M-V/def2-TZVPD) on a 2-piece molecular cluster, C12H21B4F5NO11 overall in a non-equilibrium geometry.

Output
**Kohn-Sham gap**: 8.25 eV
**Total charge**: -1
**LUMO level**: 1.49 eV
**HOMO level**: -0.24834 Ha
**E_tot**: -1951.3376 a.u.

The geometry in XYZ format:
```
54
C12H21B4F5NO11, DFT wB97M-V/def2-TZVPD
C -0.838 0.654 -3.972
C -2.194 -0.204 -3.635
O -2.534 0.052 -2.227
C -2.074 -1.021 -1.332
C -1.021 -0.438 -0.179
O -1.711 0.273 0.921
B -0.745 0.672 1.987
O -0.556 2.112 2.383
B 0.916 2.401 2.512
C 1.565 3.811 1.921
C 2.497 3.584 0.578
O 1.705 2.684 -0.314
C 4.013 3.039 0.888
N 5.107 4.078 0.726
O 1.845 1.396 3.139
B 1.497 0.138 2.386
C 2.529 -0.576 1.324
C 3.064 -2.062 1.763
O 2.068 -2.904 2.453
C 3.642 -2.774 0.364
F 2.494 -3.274 -0.428
F 4.705 -3.778 0.624
F 4.271 -1.677 -0.461
O 0.107 -0.371 2.660
H -0.365 0.962 -2.929
H -0.041 0.092 -4.620
H -1.190 1.676 -4.471
H -3.097 0.234 -4.280
H -2.109 -1.342 -3.922
H -1.517 -1.911 -1.894
H -3.051 -1.501 -0.845
H -0.218 0.307 -0.641
H -0.424 -1.349 0.300
H 2.208 4.402 2.700
H 0.631 4.457 1.554
H 2.617 4.603 -0.009
H 2.312 2.290 -1.011
H 4.056 2.545 1.948
H 4.249 2.183 0.096
H 5.779 3.996 1.521
H 4.721 5.044 0.621
H 1.953 -0.630 0.281
H 3.440 0.161 1.139
H 3.964 -1.927 2.534
H 2.427 -3.082 3.392
B -6.731 -2.953 0.483
O -7.284 -3.705 -0.648
C -6.485 -3.482 -1.700
O -6.662 -3.963 -2.808
C -5.412 -2.605 -1.319
O -4.515 -2.208 -2.045
O -5.534 -2.275 -0.026
F -6.372 -3.861 1.561
F -7.699 -1.974 0.955
```